1.
# C10H7N5O

C10H7N5O in the gas phase in a non-equilibrium geometry (ωB97M-V/def2-TZVPD, the Open Molecules 2025 dataset).

highest occupied orbital energy	-9.194	eV
SMILES	Oc1ccccc1-c1ccnc2nnnn12
spin multiplicity	1
energy above the lowest of the compared OMol25 structures with the same formula, charge and spin	0.00	kcal/mol
calculated total energy	-19979.703	eV

Geometry as XYZ:
```
23
Properties=species:S:1:pos:R:3:mulliken_charge:R:1
N -3.671 -0.909 0.552 -0.47
N -2.592 -0.539 -0.055 -0.46
N -1.380 -1.364 3.194 -0.55
N -3.414 -1.324 1.839 -0.47
O 2.444 -0.920 -0.354 -0.67
C -0.116 -1.094 3.093 -0.09
C -2.144 -1.126 2.027 0.52
C 0.511 -0.514 1.900 -0.79
C -0.210 -0.311 0.770 0.48
C 1.382 1.478 -2.799 -0.21
C 0.073 1.801 -2.395 -0.81
C 2.134 0.559 -2.125 -0.73
C -0.424 1.227 -1.198 -0.44
C 1.635 -0.031 -0.989 0.60
C 0.334 0.248 -0.491 0.66
N -1.577 -0.642 0.866 0.46
H 1.922 -1.451 0.281 0.42
H 0.567 -1.288 3.936 0.37
H 1.525 -0.193 1.933 0.67
H 1.773 1.903 -3.725 0.34
H -0.515 2.538 -2.969 0.35
H 3.140 0.370 -2.441 0.42
H -1.398 1.583 -0.849 0.37
```

---

2.
# C10H7NO2S

C10H7NO2S in the gas phase in a non-equilibrium geometry (ωB97M-V/def2-TZVPD, the Open Molecules 2025 dataset).

highest occupied orbital energy	-9.551	eV
SMILES	O=C(Oc1ccncc1)c1cccs1
spin multiplicity	1
energy above the lowest of the compared OMol25 structures with the same formula, charge and spin	20.85	kcal/mol
calculated total energy	-26902.424	eV

Geometry as XYZ:
```
21
Properties=species:S:1:pos:R:3:mulliken_charge:R:1
C 0.492 0.657 0.018 0.85
C -1.772 -0.128 -0.061 0.69
C -2.428 -1.282 0.418 -0.65
C -3.852 -1.259 0.429 -0.31
C -3.957 0.944 -0.244 -0.14
C -2.558 1.058 -0.359 -0.36
C 1.930 0.302 0.088 0.01
C 2.961 1.192 0.225 -0.38
C 4.267 0.625 0.231 -0.41
C 4.105 -0.720 -0.081 -0.31
H -1.933 -2.142 0.712 0.45
H -4.496 -2.146 0.576 0.35
H -4.407 1.917 -0.432 0.32
H -2.208 2.048 -0.479 0.39
H 2.725 2.259 0.318 0.40
H 5.255 1.190 0.463 0.30
H 4.970 -1.410 0.019 0.35
N -4.589 -0.208 -0.077 -0.59
O 0.035 1.719 0.291 -0.55
O -0.414 -0.310 -0.322 -0.29
S 2.508 -1.241 -0.273 -0.12
```

---

3.
# C10H7NO2S

C10H7NO2S in the gas phase in a non-equilibrium geometry (ωB97M-V/def2-TZVPD, the Open Molecules 2025 dataset).

highest occupied orbital energy (alpha / beta)	-7.735 / -8.055	eV
spin multiplicity	1
energy above the lowest of the compared OMol25 structures with the same formula, charge and spin	74.15	kcal/mol
calculated total energy	-26900.113	eV

Geometry as XYZ:
```
21
Properties=species:S:1:pos:R:3:mulliken_charge:R:1
C 2.076 -0.827 -2.020 -0.28
C 2.371 -1.533 -0.896 -0.67
C 1.142 0.144 -2.083 -0.94
C 1.609 -1.336 0.233 -0.82
C 0.308 0.422 -0.946 1.26
C 0.610 -0.334 0.284 0.47
C -1.273 1.666 0.296 0.40
C -2.481 0.170 1.826 0.17
C -0.631 1.412 -0.998 -0.68
C -1.307 -0.046 2.613 0.00
N -2.082 0.522 0.565 -0.09
O -0.907 2.483 1.115 -0.49
O -3.622 -0.092 2.156 -0.60
S 0.236 -0.185 1.998 -0.11
H 2.474 -0.947 -3.089 0.22
H 3.227 -2.231 -0.824 0.33
H 0.952 0.611 -2.997 0.38
H 1.805 -1.822 1.128 0.52
H -0.566 2.006 -1.940 0.34
H -1.195 -0.275 3.744 0.32
H -2.747 0.193 -0.163 0.27
```

---

4.
# C10H7NO3

C10H7NO3 in the gas phase in a non-equilibrium geometry (ωB97M-V/def2-TZVPD, the Open Molecules 2025 dataset).

highest occupied orbital energy	-8.478	eV
SMILES	O=C(Oc1ccco1)c1cccnc1
spin multiplicity	1
energy above the lowest of the compared OMol25 structures with the same formula, charge and spin	36.73	kcal/mol
calculated total energy	-18113.446	eV

Geometry as XYZ:
```
21
Properties=species:S:1:pos:R:3:mulliken_charge:R:1
C 0.150 0.709 0.119 0.72
C -2.108 -0.177 -0.282 0.28
C -2.970 0.939 -0.110 -0.05
C -4.291 0.434 0.058 -0.56
C -4.129 -0.967 0.122 -0.24
C 1.635 0.221 0.007 0.22
C 1.885 -1.157 0.227 -0.25
C 3.262 -1.540 0.105 -0.46
C 4.269 -0.584 -0.097 -0.34
C 2.671 1.149 -0.089 -0.21
H -2.270 1.927 -0.214 0.25
H -5.263 0.900 0.216 0.37
H -4.750 -1.839 0.351 0.40
H 1.056 -1.818 0.521 0.40
H 3.392 -2.598 0.230 0.37
H 5.320 -0.729 -0.194 0.43
H 2.604 2.216 0.059 0.44
N 3.927 0.740 -0.156 -0.59
O -0.195 1.881 0.268 -0.63
O -0.748 -0.259 -0.121 -0.22
O -2.785 -1.298 -0.177 -0.32
```

---

Please write out number 3 again, unchanged.
# C10H7NO2S

C10H7NO2S in the gas phase in a non-equilibrium geometry (ωB97M-V/def2-TZVPD, the Open Molecules 2025 dataset).

highest occupied orbital energy (alpha / beta)	-7.735 / -8.055	eV
spin multiplicity	1
energy above the lowest of the compared OMol25 structures with the same formula, charge and spin	74.15	kcal/mol
calculated total energy	-26900.113	eV

Geometry as XYZ:
```
21
Properties=species:S:1:pos:R:3:mulliken_charge:R:1
C 2.076 -0.827 -2.020 -0.28
C 2.371 -1.533 -0.896 -0.67
C 1.142 0.144 -2.083 -0.94
C 1.609 -1.336 0.233 -0.82
C 0.308 0.422 -0.946 1.26
C 0.610 -0.334 0.284 0.47
C -1.273 1.666 0.296 0.40
C -2.481 0.170 1.826 0.17
C -0.631 1.412 -0.998 -0.68
C -1.307 -0.046 2.613 0.00
N -2.082 0.522 0.565 -0.09
O -0.907 2.483 1.115 -0.49
O -3.622 -0.092 2.156 -0.60
S 0.236 -0.185 1.998 -0.11
H 2.474 -0.947 -3.089 0.22
H 3.227 -2.231 -0.824 0.33
H 0.952 0.611 -2.997 0.38
H 1.805 -1.822 1.128 0.52
H -0.566 2.006 -1.940 0.34
H -1.195 -0.275 3.744 0.32
H -2.747 0.193 -0.163 0.27
```